1.
Density functional theory data (ωB97M-V with the def2-TZVPD basis set) for a molecular structure, C49H72BrCrFN8O5PSb2.

ORCA input file:
```
! RIJCOSX wB97M-V def2-TZVPD def2/J DEFGRID3
* xyz 1 5
C 2.84666 3.61854 3.53273
C -2.10553 0.86876 3.75422
C -3.15857 -0.05180 4.36584
H 0.21597 2.87569 4.02726
H 0.57078 1.37688 4.88553
H 2.63573 2.04021 -4.84110
H -0.01935 -2.68463 -5.54841
C 4.99656 -4.85244 -5.93652
H -0.59401 -2.48230 4.98849
O 0.30984 -1.36083 -1.86490
C -4.06925 7.54945 2.22948
H -2.79732 0.36626 -3.32324
H 1.68559 3.64859 1.69924
C 2.13405 -2.28436 5.20046
C 3.10470 -2.89152 -2.77913
C 0.66499 -3.39093 3.47414
H 2.14487 3.12958 5.52829
H -0.91744 -6.12575 -6.06650
H 3.92213 3.72488 3.68541
H -1.38309 1.15769 4.50974
H -5.11819 2.05806 -2.11334
H -1.78957 -0.64822 0.79667
H 2.41283 4.60992 3.68400
O -1.07710 -1.24291 -3.62201
C -1.24219 2.44756 -0.53631
N 1.05977 1.33055 2.84136
H 1.45302 0.36072 -3.44982
H 0.16797 2.75473 1.05528
C 3.56853 -6.36370 -2.28404
O 3.29804 -1.24508 0.32215
H -3.51970 4.26369 -3.58695
H 3.16521 -2.25778 5.55762
H -4.51684 7.84534 1.28276
N -1.44056 0.25067 2.62469
N 2.90600 0.27812 -1.99369
C -2.32041 0.94821 -2.54472
H -5.33734 1.94959 -4.59643
H -2.64961 -0.93356 4.76466
H -3.65214 0.44992 5.20348
H -3.52937 2.07816 -4.76935
H 1.49551 -2.23867 6.08730
H 1.70649 -4.39621 5.10639
H -2.59863 6.20780 3.01998
C -1.53441 4.02698 1.21125
H 1.06329 -4.99468 0.34968
O 0.67432 1.11858 -0.63410
H 1.72797 -2.92238 -5.33990
H 5.36094 -4.41824 -6.85869
H 1.56446 -7.21108 -4.06888
C 3.69101 -5.30279 -5.85863
C 4.30459 2.13927 -3.47830
O 2.45824 -2.41480 0.13500
C 3.16398 -5.86993 -4.69785
H -4.27631 4.38343 3.15464
H 0.48613 -3.76749 -0.81097
H -2.60685 1.79403 3.40755
H 2.98928 1.82409 4.72384
Br 5.25018 3.41709 -4.48302
C -4.27030 2.37710 -2.70871
H 6.88072 -4.64243 -4.90141
H 4.48090 0.26825 -0.68404
H 2.52191 -1.10224 3.45704
C -0.46245 1.32063 -1.08048
H 3.24149 -3.50109 -3.67027
H 6.00558 -5.61353 -2.80910
C 5.85341 -4.97422 -4.83648
C -2.79025 4.39446 0.70557
C 0.94353 2.05544 4.11692
H -2.21017 6.87482 1.43774
H 2.75632 -3.82261 3.82437
H -6.21890 6.07429 1.48605
H 2.15335 -2.36775 -2.83267
H -3.00522 -2.05667 2.41784
H -1.12013 -2.19663 3.33902
C 1.75522 -6.34961 -4.70614
H -4.79966 6.70631 3.98010
H -2.01264 -4.94199 -5.32033
Cr 1.59285 -0.74825 -0.35616
C -5.78068 5.74147 2.42506
C -4.40988 2.33026 -4.19523
C -3.25683 3.77586 -0.43218
H 3.39095 3.35049 1.43639
H 2.15024 -0.16113 4.90681
H 2.14260 1.29506 1.05808
N -2.98555 2.05285 -2.13251
C -1.13118 0.51552 -2.05578
H -5.33552 4.19914 -3.39770
C -4.40654 3.65291 -3.48550
H -5.90591 7.66915 3.24499
P 0.21582 -0.10724 2.51859
C -2.49780 2.77183 -1.05162
C -0.76111 3.08485 0.60543
H -3.68505 8.42221 2.75325
H 3.14698 1.08095 2.47271
C 4.10359 0.71009 -1.59752
C 2.28092 2.63831 4.56253
C -3.02202 6.47256 2.04082
C 1.87614 -1.05390 4.34588
C -4.17153 -0.47843 3.30902
H -4.72443 0.40918 2.96691
C 2.55665 3.12622 2.10417
C -4.67340 4.73708 2.18744
H 1.40925 -6.55624 -5.71659
N -3.63328 5.34002 1.36974
C 2.28004 1.62865 2.08170
H -6.55678 5.36399 3.08759
H -5.09509 3.87204 1.67913
H -4.16051 -1.32785 1.31254
H 2.57950 -6.78832 -2.15694
H 3.92368 -2.17625 -2.71196
H -4.22201 4.06305 -0.82589
C 4.84191 1.64653 -2.30569
Sb 0.32522 -4.84417 -4.00668
H -1.76353 -6.51708 -4.55014
H 5.80821 1.96841 -1.94618
C -2.36813 -0.17533 1.58915
H 0.82884 -5.42126 -1.36103
C 0.78228 -3.42329 -5.53950
C -3.45389 -1.10621 2.11747
N -5.18451 6.96996 3.06934
C 4.01848 -5.96227 -3.56455
F -1.11592 4.58799 2.37139
H 0.99411 -3.11429 2.46988
C -1.28073 -5.72504 -5.12006
C -0.59287 -0.81744 -2.58250
C 5.36741 -5.52332 -3.68082
Sb 3.15224 -4.02716 -0.97387
C 1.87042 -3.56979 4.41153
H 0.82811 -3.92189 -6.50780
H -2.87238 0.71328 1.17338
H -4.90802 -1.16741 3.72725
H 4.31295 -6.71543 -1.58027
C -0.23888 -2.27102 3.97377
N 0.44884 -0.96329 3.95673
N 0.55753 -0.83008 1.23724
C 1.13176 -4.63315 -0.67724
C 3.07181 1.68732 -3.91827
C 2.41125 0.75852 -3.13499
H 3.05112 -5.23422 -6.72920
H 0.09373 -4.31849 3.39118
*
```

Computed properties:
Calculated total energy, eV: -197677.4733
Gap between HOMO and LUMO (alpha / beta), eV: 5.151 / 5.685
LUMO (alpha / beta), eV: -3.17 / -3.17
Relative energy (zero: lowest compared OMol25 entry of this formula, charge and spin), eV: 0.000

=====

2.
Density functional theory data (ωB97M-V with the def2-TZVPD basis set) for a molecular structure, C41H38AuN5O2S2Te.

ORCA input file:
```
! RIJCOSX wB97M-V def2-TZVPD def2/J DEFGRID3
* xyz 2 3
H 2.21223 -2.17331 -3.47082
Te -1.40377 -0.45141 2.66328
H 4.81373 3.09239 1.47178
O 5.21073 0.61979 1.36078
C 4.84313 -1.56221 -0.53442
C 1.15173 -2.17561 -3.66982
H 1.43623 -2.55531 -5.74722
C 4.00473 1.98419 -0.16522
C -0.64967 3.07329 0.50098
H 2.86623 5.39279 -1.56432
C 4.47453 0.71189 0.40458
H 0.74853 3.13169 2.08028
H -5.88457 0.18699 -1.10482
H 3.67963 0.35679 3.79398
C 2.54953 -0.06231 5.56908
C 0.71533 -2.38411 -4.96242
H -1.73957 -2.89981 1.63798
H -0.78867 -0.62291 5.67458
H -0.97987 -2.55561 -6.25902
C 5.35343 -3.83411 -1.50692
O 1.72343 0.10279 0.12048
C -6.00817 2.94539 -1.11962
H 4.05743 5.28789 0.59068
C 4.41033 -2.76191 -1.11802
H 3.17283 1.15629 -1.96912
N -1.44767 2.11859 0.07478
C 3.85593 4.37979 0.04198
H -3.86737 1.64459 -1.76772
C 0.29063 -2.44591 1.04978
C -3.92917 0.33619 -0.02692
H -2.61007 -2.06841 -4.47262
C 0.67463 -1.99161 -1.24282
H 2.68223 -3.84651 -1.80342
C 0.19113 -0.41711 5.25958
C 3.96163 -0.55951 -0.21372
C -1.13217 -1.91221 -2.94192
C -5.73867 1.34379 0.72498
H -4.24287 -3.95801 -0.19632
C 0.23243 -1.98791 -2.62522
H 5.89843 -1.40311 -0.35892
C -1.55697 -2.10921 -4.23912
N -5.10367 2.35059 -0.15692
C -3.86087 1.73489 -0.67462
C 2.53743 -0.73831 -0.33702
C 3.17853 4.43759 -1.16922
H -3.72647 4.51189 -0.20102
S -1.38737 4.62749 0.50538
C -2.84307 3.92459 -0.05422
H 2.42013 3.32629 -2.84092
C 2.70643 0.13279 4.20538
H -5.44997 3.59589 -1.78722
H 6.38053 -3.57541 -1.27062
N -3.22677 -0.81641 -0.47242
H -1.83507 -1.70081 -2.15272
H -2.52437 -3.48121 -0.31082
H -4.83607 1.50319 2.84978
H 1.14033 -1.88341 1.45698
C -5.45397 0.09409 -0.10562
H 1.40383 3.61629 0.52648
H 3.40403 0.00549 6.22518
H -3.57357 -3.36151 -1.70982
C -0.64127 -2.37151 -5.25102
H -6.75757 1.60509 0.98338
C -3.53847 -3.24951 -0.62592
C 2.92773 3.27619 -1.88862
S -5.57927 -1.65301 0.35278
N -0.16337 -1.93161 -0.23412
H -6.73937 3.54909 -0.58222
H 1.72823 0.21529 2.30218
C 1.29483 -0.33261 6.09358
C -4.74127 1.16319 1.83368
H 1.17213 -0.47321 7.15678
H 5.27543 -4.04701 -2.57482
C 3.34603 2.05529 -1.39462
H 5.09413 -4.76071 -0.99032
C 4.26753 3.16039 0.54328
H -0.55197 -2.99551 2.95368
C 1.60953 0.04499 3.36388
C 3.03403 -2.92531 -1.35732
N -3.69667 0.58669 1.40538
C 0.72663 2.91319 1.01068
C -0.84227 -2.45171 2.05518
H -6.54507 2.21099 -1.73322
C 0.35733 -0.24631 3.88708
Au -0.82637 0.05569 0.00258
H 1.09143 1.90609 0.84128
C 2.11773 -1.97261 -0.99412
C -2.70037 2.58579 -0.23352
C -3.93067 -1.86941 -0.28342
H 0.63003 -3.47851 0.89278
*
```

Computed properties:
Calculated total energy, eV: -87318.7564
Gap between HOMO and LUMO (alpha / beta), eV: 7.516 / 5.861
LUMO (alpha / beta), eV: -5.91 / -7.80

=====

3.
Density functional theory data (ωB97M-V with the def2-TZVPD basis set) for a molecular structure, C21H13AsAuF9NO7S.

ORCA input file:
```
! RIJCOSX wB97M-V def2-TZVPD def2/J DEFGRID3
* xyz -1 3
O -4.07623 1.28256 0.29121
Au 0.26667 0.19996 -0.34099
H -5.06303 0.38096 2.14121
H -3.89023 1.52966 -0.61839
H 3.22767 4.29136 -0.09869
H 5.16757 -1.49884 -0.31539
C 2.90427 1.56416 -0.42599
H -1.78463 -2.11944 4.85281
F 0.29017 -4.58804 -3.33519
C 4.54917 -0.61784 -0.35419
O 0.27877 -0.28634 4.13501
F -2.07223 -2.10294 -1.89729
C 1.92767 2.63116 -0.52909
C -0.35723 3.20936 -1.05149
S -0.35753 -0.69714 2.90281
C 0.28067 -2.40624 -2.26689
C -1.11713 -1.96044 -2.79889
H -0.77563 5.30876 -1.20009
F 1.59247 -0.72944 -3.34409
C -4.36183 -0.18294 2.74591
C 1.25777 4.93876 -0.62889
C -4.79553 -1.01754 3.76581
C -2.52893 -1.59784 4.27411
F -0.86593 -4.40434 -1.54989
As -2.39583 1.02756 0.99271
F -1.10973 -0.69084 -3.21269
H 6.14587 0.71916 -0.89139
N 2.40517 0.35636 -0.10579
C 3.19907 -0.70424 -0.07639
H 1.49387 5.98946 -0.52759
H -4.22133 -2.40104 5.30951
F 1.01697 -2.36414 -4.60989
H -5.85503 -1.12374 3.96411
C 2.23297 3.98976 -0.39909
C -3.00223 -0.08134 2.46601
C 0.23967 -3.96294 -2.14259
C 5.09327 0.62336 -0.67209
F 1.27507 -4.42154 -1.44729
H 2.71737 -1.63534 0.17681
O 0.63457 -1.87354 -1.11009
H -1.37513 2.91436 -1.27919
C 1.34647 -2.04354 -3.34989
O -1.97913 2.54636 1.32341
C 0.61217 2.26726 -0.81379
F -1.50103 -2.69174 -3.86959
O -1.80943 0.24266 -0.37069
C -2.11513 -0.77594 3.24501
C -3.88223 -1.73394 4.52811
O 0.01387 -2.00904 2.44161
O -0.26393 0.37046 1.85301
C -0.02503 4.55816 -0.99309
C 4.26057 1.72506 -0.70619
H 4.63437 2.70026 -0.97409
F 2.51707 -2.64494 -3.10249
*
```

Computed properties:
Calculated total energy, eV: -137633.9324
Gap between HOMO and LUMO (alpha / beta), eV: 7.230 / 5.937
LUMO (alpha / beta), eV: 2.10 / -0.39

=====

4.
Density functional theory data (ωB97M-V with the def2-TZVPD basis set) for 2 unconnected molecules or ions with the total composition C2H2O2P.

ORCA input file:
```
! RIJCOSX wB97M-V def2-TZVPD def2/J DEFGRID3
* xyz -1 1
C 0.85276 1.47726 -0.74993
O 0.36912 1.39063 -1.81103
H -1.78518 -2.09443 1.12668
O 1.52761 1.93731 0.08657
H 0.56430 -1.46723 0.11486
P -1.52518 -0.69551 0.93237
C -0.00342 -0.54803 0.30048
*
```

Computed properties:
Calculated total energy, eV: -15489.1122
Gap between HOMO and LUMO, eV: 7.226
LUMO, eV: 4.13
Relative energy (zero: lowest compared OMol25 entry of this formula, charge and spin), eV: 1.741

=====

5.
Density functional theory data (ωB97M-V with the def2-TZVPD basis set) for a molecular structure, C4H6O2.

ORCA input file:
```
! RIJCOSX wB97M-V def2-TZVPD def2/J DEFGRID3
* xyz 0 1
H 2.18707 -1.38667 -0.76611
C 1.27779 -0.79178 -0.85999
H -1.70493 0.87987 1.19773
H -0.41104 -0.64636 1.54972
C -1.16399 -0.38746 0.80115
C 1.53809 0.31651 -0.12685
H -1.87758 -1.19031 0.54599
O -0.02018 1.38763 -0.28481
C -1.04841 0.71707 -0.09501
O 2.28790 0.85853 0.59801
H -1.95637 0.89711 -0.69781
H 0.89165 -0.65415 -1.86201
*
```

Computed properties:
Calculated total energy, eV: -8335.7107
Gap between HOMO and LUMO, eV: 8.478
LUMO, eV: 0.29
Relative energy (zero: lowest compared OMol25 entry of this formula, charge and spin), eV: 4.750

=====

6.
Density functional theory data (ωB97M-V with the def2-TZVPD basis set) for 11 unconnected molecules or ions with the total composition C5H35N2O10S.

ORCA input file:
```
! RIJCOSX wB97M-V def2-TZVPD def2/J DEFGRID3
* xyz 1 1
H 2.15185 -3.51203 3.40552
O 1.19894 0.60895 3.79632
N 0.25215 -0.72044 0.51664
H 1.53812 -2.27666 4.15420
O -4.03699 -0.52047 -2.42741
H 1.60877 3.24786 0.00305
H 2.66069 -1.29306 2.52355
H 4.23447 -0.25167 -0.62262
C -0.68735 0.38302 0.38862
H 4.06903 -1.31453 3.17687
H -3.69780 1.20947 1.71226
H 0.70237 -2.69867 -0.36354
H 1.21657 -0.49240 0.58289
N 1.35095 -0.72537 -2.21406
O 1.72153 -2.65717 3.29924
C -3.13962 1.09533 0.77211
H -0.82206 -0.81878 -2.23420
O 2.32733 2.96322 0.53271
H -2.58134 -0.70060 -3.48802
H 4.01019 1.17260 -2.79822
S -2.70836 2.81059 0.31037
H -2.38380 -0.86759 1.11357
H -0.94924 0.61348 -0.64398
C -1.96979 0.14621 1.16969
H 2.14293 -1.35841 -2.07998
O 3.56839 -1.04512 2.42654
O -0.73382 1.43139 -2.62123
H -3.87109 0.82086 0.04915
H -0.12478 -2.21662 -2.57991
H 1.78361 0.70217 3.04151
H -2.07247 -3.38280 3.63730
H 3.05977 0.21405 0.45916
H 1.52802 0.11356 -1.65577
H -0.88937 -3.55226 2.60634
H -0.94891 -2.18228 -0.22373
H 0.08392 1.25012 0.50564
H -0.42699 1.59187 -3.51033
H -2.11933 2.73347 -0.92150
O 3.11349 1.20922 -2.43875
C 0.06695 -1.36557 -1.92684
H 1.35059 -0.28327 -3.15014
H -1.97201 -0.76496 -4.79479
O 3.33052 -0.13456 -0.33886
H -4.54849 0.15142 -2.89169
O -1.70783 -0.54528 -3.89829
H -4.33385 -1.40280 -2.64451
H 2.77653 3.66997 0.99917
H -0.54524 2.21824 -2.09525
C 0.05579 -1.80526 -0.40307
H -1.70749 0.23449 2.22292
H 3.28442 1.63089 -1.57785
H 1.13952 -0.28032 4.12304
O -1.11911 -3.39658 3.51479
*
```

Computed properties:
Calculated total energy, eV: -40035.5326
Gap between HOMO and LUMO, eV: 8.558
LUMO, eV: -2.60
Relative energy (zero: lowest compared OMol25 entry of this formula, charge and spin), eV: 4.698

=====

no.,F_max (eV/Å)
1,0.928
2,1.402
3,2.953
4,0.905
5,2.825
6,3.945